{"formula": "C9H8CrN2O4", "method": "ωB97M-V with the def2-TZVPD basis set", "species": ["Cr", "C", "O", "C", "O", "C", "O", "C", "O", "C", "H", "H", "C", "H", "H", "N", "C", "C", "N", "C", "H", "H", "H", "H"], "coordinates": [[-0.562, -0.100, 1.560], [-0.870, 1.452, 2.506], [-1.111, 2.444, 3.118], [-0.749, -1.684, 2.550], [-0.631, -2.520, 3.380], [1.465, -0.288, 1.314], [2.614, -0.293, 1.093], [-2.057, -0.457, 0.278], [-2.962, -0.777, -0.385], [0.630, -2.476, -1.507], [-0.226, -2.156, -2.120], [1.487, -1.829, -1.584], [0.417, -3.185, -0.336], [1.070, -3.063, 0.543], [-0.622, -3.392, 0.015], [0.803, 2.825, -1.170], [-0.015, 2.218, -2.117], [-0.537, 1.100, -1.522], [-0.099, 1.072, -0.180], [0.740, 2.088, -0.024], [1.331, 3.682, -1.263], [-0.205, 2.641, -3.087], [-1.183, 0.336, -1.949], [1.272, 2.362, 0.885]], "e_lumo_ha": [-0.3434, -0.3926], "s2": 6.04, "total_charge": 2, "e_above_lowest_ev": 0.000, "gap_ev": [7.282, 5.911], "multiplicity": 5}

***

{"formula": "C5H6O", "method": "ωB97M-V with the def2-TZVPD basis set", "species": ["C", "C", "C", "C", "C", "O", "H", "H", "H", "H", "H", "H"], "coordinates": [[-1.811, 1.095, 2.111], [-1.152, 0.459, 1.332], [-0.681, -1.104, -0.648], [1.054, 0.500, -0.559], [0.775, -0.993, -0.651], [-1.545, -1.341, -1.420], [-2.226, 1.795, 2.790], [2.158, 0.767, -0.502], [0.504, 0.645, 0.374], [0.672, 1.128, -1.484], [1.171, -1.386, -1.496], [1.081, -1.566, 0.153]], "e_lumo_ha": [-0.0346, -0.0348], "e_above_lowest_ev": 5.898, "gap_ev": [8.264, 8.259]}

***

{"formula": "C4H12", "method": "ωB97M-V with the def2-TZVPD basis set", "species": ["C", "C", "H", "H", "H", "H", "H", "H", "C", "C", "H", "H", "H", "H", "H", "H"], "coordinates": [[1.233, -0.155, 1.303], [1.337, -0.552, 2.779], [0.387, -0.401, 0.740], [1.269, 0.929, 1.054], [2.215, -0.597, 1.088], [2.096, 0.171, 3.152], [1.631, -1.495, 2.824], [0.326, -0.194, 3.151], [-0.899, -0.313, -2.342], [-1.657, 0.941, -1.736], [-1.030, -1.079, -1.508], [-1.286, -0.607, -3.296], [0.049, -0.053, -2.528], [-2.075, 0.684, -0.746], [-2.586, 1.169, -2.270], [-1.081, 1.952, -1.686]], "e_lumo_ha": 0.0400, "e_above_lowest_ev": 1.711, "gap_ev": 12.092}

***

{"formula": "C17H49BrNO9S", "method": "ωB97M-V with the def2-TZVPD basis set", "species": ["C", "C", "C", "C", "C", "S", "Br", "C", "C", "C", "C", "N", "O", "H", "H", "H", "H", "H", "H", "H", "H", "H", "H", "H", "H", "H", "H", "H", "H", "H", "C", "O", "H", "H", "H", "H", "C", "O", "H", "H", "H", "H", "C", "O", "H", "H", "H", "H", "C", "O", "H", "H", "H", "H", "C", "O", "H", "H", "H", "H", "C", "O", "H", "H", "H", "H", "C", "O", "H", "H", "H", "H", "C", "O", "H", "H", "H", "H"], "coordinates": [[-3.045, 0.918, -4.980], [-1.790, 0.545, -4.184], [-1.334, -0.838, -4.615], [-2.134, 0.528, -2.663], [-1.276, 1.495, -1.856], [0.329, 0.676, -1.674], [-2.137, 1.738, -0.093], [-1.182, 2.886, -2.475], [-0.728, 2.909, -3.958], [-1.675, 3.778, -4.818], [0.666, 3.521, -4.071], [-0.698, 1.516, -4.477], [0.287, 1.145, -5.191], [-3.456, 1.880, -4.686], [-2.827, 0.942, -6.049], [-3.809, 0.159, -4.804], [-2.141, -1.543, -4.404], [-1.122, -0.870, -5.682], [-0.443, -1.142, -4.068], [-3.190, 0.754, -2.508], [-1.961, -0.477, -2.277], [1.149, 1.703, -1.899], [-0.469, 3.457, -1.880], [-2.150, 3.375, -2.360], [-2.690, 3.816, -4.426], [-1.292, 4.797, -4.870], [-1.715, 3.393, -5.836], [0.678, 4.438, -3.483], [1.447, 2.857, -3.716], [0.894, 3.777, -5.104], [3.383, -0.410, -3.808], [2.768, 0.870, -3.820], [4.177, -0.378, -3.066], [2.677, -1.198, -3.530], [3.826, -0.658, -4.776], [2.042, 0.851, -4.464], [-0.604, 0.384, 3.511], [-0.110, 1.620, 3.007], [-0.084, 0.191, 4.449], [-1.678, 0.438, 3.722], [-0.418, -0.443, 2.823], [-0.566, 1.799, 2.177], [-0.607, 2.890, 6.017], [-1.577, 2.284, 6.867], [-1.062, 3.005, 5.037], [-0.306, 3.873, 6.388], [0.278, 2.258, 5.908], [-1.168, 2.167, 7.731], [-0.083, -3.026, 0.171], [0.052, -1.769, 0.824], [-0.300, -3.760, 0.945], [-0.909, -3.033, -0.542], [0.844, -3.317, -0.333], [0.228, -1.104, 0.148], [-0.457, -1.609, 7.129], [-0.642, -0.358, 7.789], [0.578, -1.905, 7.281], [-1.100, -2.386, 7.550], [-0.648, -1.529, 6.057], [-1.550, -0.074, 7.645], [6.336, -2.941, -2.298], [4.930, -2.827, -2.134], [6.501, -3.701, -3.059], [6.787, -2.005, -2.640], [6.833, -3.258, -1.377], [4.756, -2.167, -1.456], [3.034, -0.183, 7.899], [2.074, -0.341, 8.927], [4.013, -0.330, 8.350], [2.913, -0.921, 7.098], [3.005, 0.817, 7.456], [1.196, -0.214, 8.544], [-3.590, -5.228, 0.068], [-3.210, -3.988, -0.511], [-3.003, -5.340, 0.977], [-4.650, -5.248, 0.336], [-3.374, -6.073, -0.591], [-3.720, -3.860, -1.317]], "e_lumo_ha": [0.0114, 0.0109], "s2": 0.75, "gap_ev": [8.601, 9.746], "multiplicity": 2}